No. 1
# C4H11N3O

C4H11N3O in the gas phase in a non-equilibrium geometry (ωB97M-V/def2-TZVPD, OMol25).

```
19
Properties=species:S:1:pos:R:3:forces:R:3
C -1.601 -1.191 1.790 2.4 -2.5 -1.8
N -0.796 -1.381 0.533 0.8 -0.8 0.8
C 0.678 -1.160 0.666 -1.5 -3.5 -0.3
C 1.238 -0.232 -0.389 1.2 -0.3 -1.2
N 1.079 1.204 -0.248 -0.6 -0.3 0.8
C 0.469 2.083 -1.121 0.1 -0.9 -0.6
N -0.359 1.544 -2.134 -0.2 1.8 -0.1
O 0.707 3.268 -1.104 -0.4 0.3 0.3
H -1.248 -1.945 2.547 0.3 1.4 -0.4
H -1.404 -0.172 1.881 -0.9 1.8 2.0
H -2.548 -1.605 1.583 -1.6 0.6 -0.3
H -1.060 -0.800 -0.225 -1.1 0.7 -0.3
H 0.949 -2.300 0.475 0.9 2.5 0.3
H 0.989 -0.939 1.696 -0.1 0.3 -0.2
H 2.358 -0.433 -0.351 -1.2 0.1 -0.7
H 0.794 -0.436 -1.414 0.9 -0.4 1.2
H 1.533 1.600 0.567 -0.1 0.4 -0.6
H -0.995 2.240 -2.542 0.9 -0.2 0.3
H -0.782 0.655 -2.210 0.1 -1.0 0.6
```
Forces are in eV/Å.

## Properties
Calculated total energy (eV): -10843.1860
ΔE to the lowest compared entry with this formula, charge and spin (kJ/mol): 195.4
2S+1: 1
Molar mass (g mol⁻¹): 117.15
SMILES string: CNCCNC(N)=O
HOMO-LUMO gap (eV): 9.5
Max |F| (Eh/bohr): 0.07556
Charge: 0

Charges per atom according to Mulliken partitioning, unit e:
1. C -0.953
2. N -0.394
3. C -0.431
4. C -0.731
5. N -0.040
6. C 0.477
7. N -0.401
8. O -0.622
9. H 0.238
10. H 0.474
11. H 0.312
12. H 0.232
13. H 0.245
14. H 0.349
15. H 0.260
16. H 0.355
17. H 0.212
18. H 0.238
19. H 0.181



No. 2
# C32H39BKN9O5

A molecular structure, C32H39BKN9O5 in a non-equilibrium geometry (ωB97M-V/def2-TZVPD, OMol25).

```
87
Properties=species:S:1:pos:R:3:forces:R:3
K 0.205 -0.421 -0.630 -0.2 0.1 -0.2
O 3.386 -4.538 -4.197 0.0 0.0 0.0
C 3.968 -4.585 -2.965 0.0 0.0 0.0
C 4.956 -5.540 -2.720 0.0 0.0 0.0
C 5.560 -5.646 -1.478 0.0 0.0 0.0
C 5.169 -4.796 -0.456 0.0 0.0 0.0
C 4.182 -3.854 -0.704 0.0 0.0 0.0
C 3.570 -3.708 -1.947 0.0 0.0 0.0
C 2.538 -2.599 -2.044 -0.1 0.1 0.1
O 2.086 -2.148 -0.972 0.3 -0.3 0.0
N 2.223 -2.207 -3.282 0.0 0.1 0.0
N 1.452 -1.089 -3.221 -0.1 -0.1 0.0
C 0.778 -0.789 -4.262 0.1 0.1 -0.1
C -0.004 0.455 -4.278 0.0 0.0 0.0
C -0.473 0.991 -5.479 0.0 0.0 0.0
C -1.163 2.190 -5.458 0.0 0.0 0.0
C -1.372 2.827 -4.245 0.0 0.0 0.0
C -0.890 2.214 -3.094 0.0 0.0 0.0
N -0.235 1.063 -3.107 0.0 0.0 0.0
H 3.754 -5.259 -4.719 0.0 0.0 0.0
H 5.246 -6.210 -3.525 0.0 0.0 0.0
H 6.326 -6.396 -1.315 0.0 0.0 0.0
H 5.620 -4.867 0.525 0.0 0.0 0.0
H 3.838 -3.183 0.072 0.0 0.0 0.0
H 0.794 -1.416 -5.157 0.0 0.0 0.0
H -0.285 0.466 -6.409 0.0 0.0 0.0
H -1.533 2.623 -6.380 0.0 0.0 0.0
H -1.909 3.765 -4.180 0.0 0.0 0.0
H -1.046 2.647 -2.110 0.0 0.0 0.0
C 0.827 -2.427 2.500 0.0 0.0 0.0
C 0.644 -1.008 2.932 0.0 0.0 0.0
C 0.530 -0.478 4.233 0.0 0.0 0.0
C 0.303 0.871 4.045 0.0 0.0 0.0
C 0.093 1.930 5.079 0.0 0.0 0.0
N 0.294 1.103 2.714 0.0 0.0 0.0
N 0.506 -0.048 2.036 0.0 0.1 0.1
B 0.017 2.440 1.986 0.0 0.0 0.0
N 1.145 2.788 0.987 0.0 0.0 0.0
N 1.375 2.061 -0.132 0.0 0.1 0.0
C 2.407 2.613 -0.746 0.0 0.0 0.0
C 2.933 2.041 -2.023 0.0 0.0 0.0
C 2.868 3.729 -0.017 0.0 0.0 0.0
C 2.035 3.800 1.081 0.0 0.0 0.0
C 2.061 4.785 2.205 0.0 0.0 0.0
N -1.372 2.446 1.303 -0.1 0.0 0.0
N -1.700 1.605 0.290 0.0 0.0 0.0
C -2.967 1.840 -0.010 0.0 0.0 0.1
C -3.662 1.112 -1.115 0.0 0.0 0.0
C -3.488 2.844 0.831 0.0 0.0 -0.1
C -2.438 3.202 1.650 0.0 0.0 0.0
C -2.423 4.236 2.730 0.0 0.0 0.0
H 1.385 -2.996 3.247 0.0 0.0 0.0
H 1.368 -2.472 1.553 0.0 0.0 0.0
H -0.146 -2.900 2.351 0.0 0.0 0.0
H 0.590 -1.001 5.174 0.0 0.0 0.0
H 0.195 1.489 6.071 0.0 0.0 0.0
H -0.902 2.374 5.006 0.0 0.0 0.0
H 0.818 2.741 4.985 0.0 0.0 0.0
H 0.003 3.304 2.822 0.0 0.0 0.0
H 2.388 1.135 -2.286 0.0 0.0 0.0
H 3.992 1.789 -1.934 0.0 0.0 0.0
H 2.831 2.753 -2.847 0.0 0.0 0.0
H 3.692 4.385 -0.251 0.0 0.0 0.0
H 2.874 5.494 2.044 0.0 0.0 0.0
H 2.217 4.294 3.167 0.0 0.0 0.0
H 1.125 5.343 2.276 0.0 0.0 0.0
H -3.372 0.062 -1.159 0.0 0.0 0.0
H -3.440 1.562 -2.088 0.0 0.0 0.0
H -4.743 1.150 -0.972 0.0 0.0 0.0
H -4.489 3.245 0.841 0.0 0.0 0.0
H -3.403 4.714 2.777 0.0 0.0 0.0
H -1.673 5.007 2.544 0.0 0.0 0.0
H -2.207 3.803 3.708 0.0 0.0 0.0
C -4.538 -1.467 1.983 0.0 0.0 0.1
C -3.752 -2.565 1.272 -0.1 0.4 0.0
C -3.897 -3.896 1.999 0.0 0.0 0.0
O -2.380 -2.202 1.239 0.1 0.1 0.0
C -4.266 -2.699 -0.199 0.5 -1.2 0.0
O -5.420 -3.140 -0.350 -0.2 0.4 0.0
O -3.382 -2.492 -1.071 -0.2 0.6 0.0
H -4.179 -1.362 3.011 0.0 0.0 0.0
H -5.603 -1.702 1.983 0.0 0.0 0.0
H -4.381 -0.513 1.473 0.0 0.0 0.0
H -3.530 -3.800 3.025 0.0 0.0 0.0
H -3.308 -4.662 1.491 0.0 0.0 0.0
H -4.943 -4.206 2.010 0.0 0.0 0.0
H -2.254 -2.043 0.279 0.0 -0.2 0.0
```
Forces are in eV/Å.

## Properties
Calculated total energy (eV): -74473.0046
ΔE to the lowest compared entry with this formula, charge and spin (kJ/mol): 128.3
2S+1: 1
Molar mass (g mol⁻¹): 679.63
HOMO-LUMO gap (eV): 6.7
Max |F| (Eh/bohr): 0.02524
Charge: -2

Charges per atom according to Mulliken partitioning, unit e:
1. K 0.780
2. O -0.486
3. C 1.222
4. C -0.827
5. C -0.401
6. C -0.795
7. C -0.422
8. C 0.082
9. C 0.150
10. O -0.546
11. N -1.101
12. N 0.564
13. C -0.935
14. C 0.865
15. C -0.857
16. C -0.238
17. C -0.931
18. C -0.611
19. N 0.578
20. H 0.292
21. H 0.209
22. H 0.353
23. H 0.368
24. H 0.374
25. H 0.247
26. H 0.418
27. H 0.372
28. H 0.422
29. H 0.490
30. C -1.154
31. C 0.794
32. C -1.532
33. C 0.935
34. C -1.221
35. N 0.511
36. N 0.171
37. B -1.087
38. N -0.236
39. N 1.156
40. C 0.514
41. C -1.079
42. C -1.814
43. C 0.999
44. C -1.319
45. N 0.117
46. N 1.400
47. C 0.334
48. C -1.230
49. C -1.402
50. C 0.796
51. C -1.307
52. H 0.417
53. H 0.094
54. H 0.010
55. H 0.406
56. H 0.347
57. H 0.136
58. H 0.156
59. H -0.231
60. H 0.019
61. H 0.353
62. H 0.269
63. H 0.413
64. H 0.333
65. H 0.220
66. H 0.193
67. H 0.146
68. H 0.213
69. H 0.394
70. H 0.414
71. H 0.357
72. H 0.192
73. H 0.134
74. C -1.576
75. C 1.930
76. C -2.048
77. O -0.301
78. C 0.449
79. O -0.823
80. O -0.715
81. H 0.371
82. H 0.358
83. H 0.160
84. H 0.405
85. H 0.359
86. H 0.390
87. H 0.073



> Which value of ΔE to the lowest compared entry with this formula, charge and spin does entry 2 give?

128.3 kJ/mol